(1)
Here is a molecular structure, C29H50N6O2SbSi3Sr from OMol25. Energies are from ωB97M-V with the def2-TZVPD basis set.

Each line ends with the Löwdin charge.
Cartesian coordinates (Å):
Sr: -0.077 0.237 -0.234  1.24
C: 0.931 3.055 1.797  -0.14
C: -0.083 2.417 2.760  -0.10
C: 0.330 1.050 3.248  -0.28
C: 0.862 0.888 4.521  -0.01
C: 1.251 -0.375 4.939  -0.04
C: 1.102 -1.444 4.072  -0.03
C: 0.567 -1.203 2.819  -0.11
N: 0.185 0.013 2.411  0.03
N: 0.861 2.573 0.399  -0.25
C: -0.043 3.388 -0.429  -0.15
C: -1.522 3.228 -0.142  -0.30
C: -2.329 4.343 0.014  0.00
C: -3.698 4.169 0.172  -0.03
C: -4.217 2.886 0.173  -0.04
C: -3.341 1.824 0.024  -0.11
N: -2.025 1.984 -0.132  0.00
C: 2.203 2.529 -0.215  -0.14
C: 3.044 1.377 0.289  -0.29
C: 4.315 1.562 0.804  -0.01
C: 5.050 0.440 1.174  -0.03
C: 4.492 -0.816 1.023  -0.03
C: 3.206 -0.915 0.510  -0.10
N: 2.503 0.159 0.150  0.02
H: 1.934 2.847 2.175  0.13
H: 0.814 4.146 1.807  0.13
H: -1.068 2.356 2.296  0.11
H: -0.183 3.078 3.621  0.12
H: 0.960 1.743 5.177  0.12
H: 1.663 -0.520 5.929  0.12
H: 1.390 -2.447 4.352  0.12
H: 0.452 -2.010 2.104  0.09
H: 0.111 3.099 -1.476  0.10
H: 0.218 4.451 -0.361  0.13
H: -1.893 5.333 0.006  0.12
H: -4.347 5.026 0.292  0.12
H: -5.276 2.705 0.292  0.11
H: -3.700 0.800 0.029  0.12
H: 2.736 3.478 -0.078  0.14
H: 2.072 2.393 -1.293  0.11
H: 4.724 2.558 0.908  0.12
H: 6.048 0.552 1.576  0.12
H: 5.034 -1.711 1.296  0.12
H: 2.714 -1.875 0.378  0.12
N: -2.816 -2.869 -0.024  0.01
N: -1.703 -3.725 -0.009  -0.04
C: -0.404 -3.212 0.047  -0.77
O: 0.500 -3.963 0.412  0.00
O: -0.265 -1.990 -0.311  -0.36
H: -3.275 -2.868 0.880  0.08
H: -3.478 -3.200 -0.715  0.07
H: -1.797 -4.621 0.445  0.13
C: 0.912 -3.223 -3.733  -0.21
Si: -0.572 -2.224 -4.275  0.30
C: -0.853 -2.320 -6.128  -0.21
C: -2.111 -2.740 -3.344  -0.22
Sb: -0.091 0.181 -3.542  0.85
Si: -1.684 1.643 -4.887  0.28
C: -1.699 3.330 -4.056  -0.23
C: -3.391 0.877 -4.754  -0.23
C: -1.173 1.811 -6.681  -0.21
Si: 2.160 0.706 -4.620  0.28
C: 3.483 0.059 -3.457  -0.22
C: 2.357 -0.077 -6.309  -0.22
C: 2.296 2.576 -4.763  -0.22
H: 0.746 -4.285 -3.937  0.04
H: 1.085 -3.115 -2.659  0.03
H: 1.818 -2.922 -4.266  0.02
H: -1.035 -3.360 -6.416  0.04
H: 0.004 -1.960 -6.697  0.01
H: -1.728 -1.738 -6.427  0.02
H: -2.368 -3.775 -3.586  0.05
H: -2.967 -2.110 -3.597  0.02
H: -1.931 -2.674 -2.267  -0.01
H: -2.107 3.252 -3.044  0.01
H: -2.332 4.024 -4.617  0.04
H: -0.700 3.767 -3.994  0.02
H: -3.679 0.743 -3.708  0.02
H: -3.431 -0.100 -5.241  0.02
H: -4.137 1.519 -5.232  0.04
H: -0.161 2.212 -6.777  0.01
H: -1.852 2.491 -7.204  0.04
H: -1.200 0.847 -7.194  0.03
H: 3.374 -1.016 -3.295  0.03
H: 3.431 0.544 -2.479  0.00
H: 4.479 0.239 -3.872  0.04
H: 2.394 -1.166 -6.236  0.02
H: 3.294 0.257 -6.764  0.04
H: 1.541 0.190 -6.983  0.02
H: 2.140 3.075 -3.803  0.01
H: 1.566 2.978 -5.469  0.01
H: 3.291 2.852 -5.124  0.04

Computed properties:
**Relative energy (zero: lowest compared OMol25 entry of this formula, charge and spin)**: 0.0 kJ/mol
**Net charge**: +1
**Frontier orbital gap**: 8.041 eV
**Highest occupied orbital energy**: -0.3808 Ha

(2)
Here is a molecular structure, C2H5N3S from OMol25. Energies are from ωB97M-V with the def2-TZVPD basis set.

Each line ends with the Löwdin charge.
Cartesian coordinates (Å):
C: -1.137 0.232 0.051  -0.91
C: 2.556 -0.027 0.242  -0.27
H: -3.085 -0.284 0.224  0.03
H: -1.873 -1.238 1.023  0.20
H: -0.447 1.965 -0.089  0.09
H: 2.421 -1.388 1.256  0.21
H: 3.557 0.673 -0.216  0.12
N: -2.266 -0.722 -0.184  -0.01
N: -1.381 1.428 0.229  0.06
N: 1.455 0.710 -0.284  -0.35
S: 0.391 -0.679 -0.143  0.80

Computed properties:
**Relative energy (zero: lowest compared OMol25 entry of this formula, charge and spin)**: 810.3 kJ/mol
**Frontier orbital gap**: 8.329 eV
**Highest occupied orbital energy**: -0.3359 Ha

(3)
Here is a molecular structure, C28H37N2O3PdS from OMol25. Energies are from ωB97M-V with the def2-TZVPD basis set.

Each line ends with the Löwdin charge.
Cartesian coordinates (Å):
Pd: -0.024 -0.057 0.044  1.07
C: -4.926 4.694 2.539  -0.06
C: -3.806 4.058 3.361  -0.56
C: -4.431 3.288 4.535  -0.03
C: -2.894 5.170 3.900  -0.04
C: -2.969 3.092 2.530  -0.13
C: -3.226 2.816 1.193  0.02
C: -2.418 1.920 0.514  -0.08
N: -1.388 1.309 1.087  0.02
C: -1.127 1.544 2.379  -0.17
C: -1.894 2.423 3.115  0.06
C: 0.010 0.771 2.953  -0.17
C: 0.474 0.950 4.246  0.07
C: 1.536 0.195 4.727  -0.13
C: 2.099 -0.731 3.850  0.02
C: 1.590 -0.863 2.576  -0.07
N: 0.562 -0.134 2.143  0.02
C: 2.084 0.345 6.142  -0.56
C: 1.966 -1.007 6.861  -0.04
C: 3.561 0.758 6.059  -0.04
C: 1.324 1.398 6.948  -0.06
H: -5.487 5.383 3.171  0.09
H: -5.628 3.947 2.162  0.09
H: -4.535 5.265 1.694  0.09
H: -5.061 3.959 5.121  0.09
H: -3.672 2.877 5.203  0.08
H: -5.052 2.464 4.177  0.10
H: -3.483 5.868 4.498  0.09
H: -2.431 5.727 3.084  0.09
H: -2.100 4.775 4.537  0.08
H: -4.049 3.277 0.668  0.11
H: -2.611 1.669 -0.521  0.12
H: -1.669 2.587 4.159  0.11
H: 0.006 1.687 4.879  0.10
H: 2.933 -1.352 4.148  0.12
H: 2.003 -1.577 1.875  0.12
H: 2.559 -1.780 6.371  0.08
H: 0.928 -1.344 6.895  0.10
H: 2.326 -0.909 7.886  0.09
H: 4.164 0.008 5.544  0.08
H: 3.966 0.876 7.066  0.09
H: 3.674 1.708 5.533  0.09
H: 0.268 1.141 7.057  0.09
H: 1.401 2.390 6.497  0.09
H: 1.751 1.459 7.949  0.09
C: 2.387 -3.303 -1.601  0.00
C: 1.153 -2.600 -1.094  -0.36
O: 1.167 -1.354 -1.199  -0.10
C: 0.056 -3.357 -0.540  -0.11
C: 0.203 -4.761 -0.395  -0.04
C: -0.786 -5.546 0.123  -0.08
C: -1.992 -4.940 0.522  -0.06
C: -2.182 -3.593 0.383  -0.01
C: -1.180 -2.752 -0.160  -0.35
O: -1.471 -1.492 -0.316  -0.18
H: 3.099 -2.556 -1.939  0.09
H: 2.141 -3.966 -2.432  0.10
H: 2.838 -3.909 -0.815  0.09
H: 1.124 -5.232 -0.710  0.10
H: -0.647 -6.614 0.217  0.11
H: -2.782 -5.551 0.943  0.11
H: -3.111 -3.118 0.672  0.12
C: 2.918 3.338 -1.404  -0.25
S: 2.081 1.767 -1.385  0.87
C: 0.656 2.257 -2.349  -0.25
O: 1.578 1.613 0.048  -0.61
H: 2.232 4.115 -1.070  0.07
H: 3.280 3.530 -2.414  0.07
H: 3.758 3.249 -0.719  0.06
H: 0.981 2.548 -3.348  0.07
H: 0.164 3.082 -1.834  0.07
H: -0.003 1.395 -2.429  0.04

Computed properties:
**Net charge**: +1
**Frontier orbital gap (spin up / spin down)**: 7.365 / 6.801 eV
**Highest occupied orbital energy (spin up / spin down)**: -0.3736 / -0.3777 Ha
**Multiplicity**: 3

(4)
Here is a single C4H9N3O molecule from OMol25. Energies are from ωB97M-V with the def2-TZVPD basis set.

Each line ends with the Löwdin charge.
Cartesian coordinates (Å):
C: -1.003 1.392 0.756  -0.03
C: 0.492 -0.758 0.527  -0.29
C: 1.490 -0.475 -0.389  -0.44
C: -0.608 0.115 0.031  -0.41
N: 0.676 0.596 -1.093  0.15
N: -1.677 -0.511 -0.565  0.13
O: 0.306 -1.893 1.309  0.00
N: 2.670 -0.736 -0.823  0.05
H: 0.468 -1.674 2.233  0.09
H: 1.112 1.518 -1.083  0.14
H: 0.445 0.334 -2.049  0.14
H: -1.605 -1.499 -0.745  0.11
H: -2.559 -0.044 -0.704  0.10
H: 3.111 -1.461 -0.265  0.02
H: -1.623 2.046 0.136  0.08
H: -1.576 1.117 1.644  0.09
H: -0.117 1.934 1.079  0.08

Computed properties:
**Relative energy (zero: lowest compared OMol25 entry of this formula, charge and spin)**: 314.4 kJ/mol
**Frontier orbital gap**: 7.189 eV
**Highest occupied orbital energy**: -0.2393 Ha

(5)
Here is a single C5H5NO2 molecule from OMol25. Energies are from ωB97M-V with the def2-TZVPD basis set.

Each line ends with the Löwdin charge.
Cartesian coordinates (Å):
O: -0.984 -1.073 0.973  0.03
C: -0.819 -0.107 0.170  -0.34
C: -1.567 1.053 -0.028  -0.03
C: -0.827 1.843 -0.825  -0.03
C: 0.619 1.398 -0.864  -0.10
C: 0.608 0.005 -0.217  -0.22
N: 1.505 -0.882 -0.045  0.03
O: 1.302 -1.991 0.609  0.02
H: -2.722 1.188 0.340  0.19
H: -1.424 2.679 -1.208  0.12
H: 1.240 1.871 -0.125  0.11
H: 1.242 1.599 -1.881  0.17
H: 0.495 -1.804 1.120  0.06

Computed properties:
**Relative energy (zero: lowest compared OMol25 entry of this formula, charge and spin)**: 427.1 kJ/mol
**Frontier orbital gap**: 8.475 eV
**Highest occupied orbital energy**: -0.3344 Ha